Molecular formula: C57H77FIrN5O5
Method: DFT, wB97M-V/def2-TZVPD

The geometry in XYZ format:
```
146
Properties=species:S:1:pos:R:3
Ir -0.316 -0.166 0.286
F -1.293 6.923 -4.029
O 0.008 1.665 -0.551
O 1.675 -0.114 1.348
O -1.526 -1.051 -1.154
O -2.290 -2.012 -2.978
O -2.726 1.198 -0.123
N -3.344 1.536 -4.776
N -3.401 6.255 -5.629
N 1.159 -0.595 -1.384
N -5.331 7.095 -6.859
N -0.111 -2.264 0.827
C -1.731 1.572 -2.329
C 1.002 -2.687 -0.085
C 0.985 -2.069 -1.491
C 3.983 3.047 0.005
C 4.274 2.282 4.130
C -0.517 3.505 -3.465
C 0.309 2.800 -2.457
C -2.557 3.426 -0.964
C 2.039 1.240 4.172
C 2.579 -0.274 -1.158
C -3.038 3.859 1.477
C -1.605 2.019 4.381
C 3.933 5.543 0.076
C -1.289 -3.140 0.617
C -5.390 0.456 -5.802
C -2.275 0.346 -2.948
C -3.031 6.271 -7.034
C -2.410 1.992 -0.991
C -2.341 3.962 -2.317
C -0.208 4.337 -6.003
C 1.713 4.084 -4.497
C 3.847 2.802 1.375
C 0.662 0.245 -2.462
C 6.129 4.342 0.070
C -2.061 0.731 4.123
C -3.663 7.592 -5.129
C -3.165 5.711 -0.178
C -1.668 0.075 2.966
C -4.820 8.191 -5.973
C -4.254 1.425 -5.883
C -1.167 4.824 -2.878
C -0.174 1.545 -1.916
C -1.906 2.797 -3.242
C 2.526 0.853 0.996
C -3.263 3.922 -5.005
C -0.827 0.691 2.034
C 3.352 1.308 3.393
C 4.740 4.426 -1.986
C 0.441 2.073 -5.301
C 4.018 -0.079 3.416
C -2.774 5.288 -4.776
C -0.390 1.986 2.297
C -2.985 0.384 -4.076
C -4.853 3.854 -0.247
C 3.541 2.056 -0.859
C -2.039 -0.996 -2.340
C -5.665 1.927 -5.725
C -0.771 2.637 3.465
C -2.858 2.769 -4.406
C -3.375 4.207 0.027
C -4.280 6.694 -7.851
C 2.849 0.960 -0.356
C 3.185 1.703 1.915
C -1.795 5.664 -3.938
C 0.349 -2.488 2.220
C 0.313 3.522 -4.811
C 4.689 4.321 -0.463
H -2.106 5.973 -0.112
H 3.739 4.408 -2.422
H 3.398 -0.822 2.915
H -2.102 -2.788 1.249
H 1.528 0.628 -2.998
H -3.079 2.787 1.660
H -0.476 -2.303 2.902
H 1.020 1.461 -4.614
H -5.036 2.798 -0.047
H 2.251 4.286 -5.424
H 5.262 2.345 3.670
H 1.812 -2.509 -2.060
H 0.671 -3.528 2.333
H -3.950 7.520 -4.082
H -3.328 -0.545 -4.505
H 1.571 2.221 4.219
H -0.567 5.428 -2.199
H -3.546 6.058 -1.144
H -4.002 3.852 -5.792
H 0.487 4.161 -6.826
H -1.901 2.533 5.287
H 1.201 3.230 -2.008
H 5.329 3.622 -2.432
H 3.846 3.286 4.183
H -2.037 4.206 1.727
H -4.487 8.995 -6.626
H -5.650 -0.080 -6.704
H 2.318 3.388 -3.915
H 2.252 0.921 5.196
H 0.062 -2.294 -2.014
H 3.078 -0.183 -2.130
H -5.134 4.070 -1.283
H 0.257 2.489 1.588
H -5.502 -0.112 -4.889
H -3.788 1.564 -6.855
H -4.097 7.552 -8.493
H -2.712 5.277 -7.336
H -3.691 6.264 0.602
H 0.949 2.046 -6.265
H -1.024 -4.162 0.903
H 4.995 -0.051 2.927
H -6.131 2.414 -6.572
H 4.409 1.931 5.155
H -0.410 3.642 3.658
H -6.214 7.332 -7.305
H 3.848 5.518 1.163
H 1.330 0.545 3.728
H 5.208 5.372 -2.270
H 6.685 3.471 -0.282
H -0.540 1.604 -5.429
H -1.192 4.007 -6.329
H -3.746 4.361 2.141
H 1.922 -2.407 0.423
H 0.993 -3.778 -0.178
H 4.324 3.495 2.055
H 0.086 -0.340 -3.177
H -1.611 -3.104 -0.417
H -5.928 2.326 -4.754
H 6.645 5.240 -0.276
H -5.449 6.279 -6.246
H -0.213 5.411 -5.817
H -4.691 5.882 -8.447
H -2.799 8.257 -5.196
H -2.726 0.239 4.823
H 3.034 -1.123 -0.652
H 6.155 4.342 1.160
H -2.060 -0.917 2.770
H 4.457 6.462 -0.199
H -5.648 8.548 -5.365
H -3.284 4.417 -2.618
H 4.166 -0.398 4.451
H -5.495 4.448 0.408
H -2.205 6.963 -7.232
H 1.165 -1.813 2.451
H 2.922 5.588 -0.340
H 1.649 5.025 -3.943
H 3.744 2.110 -1.925
```

Computed properties:
Energy relative to the best compared isomer or geometry (same formula, charge and spin): 693.7 kJ/mol
Charge: +1
Maximum force: 4.30 eV/Å
LUMO (alpha / beta): -0.1638 / -0.1580 Ha
Energy: -83589.7816 eV
2S+1: 2

Molecular formula: C22H41Cl9N5O13
Method: DFT, wB97M-V/def2-TZVPD

The geometry in XYZ format:
```
90
Properties=species:S:1:pos:R:3
Cl 5.182 28.738 -10.990
Cl 4.460 30.568 -12.977
Cl 3.012 29.013 -6.343
Cl 1.415 28.378 -8.704
Cl 7.582 27.665 -9.416
Cl 5.441 31.516 -10.484
Cl 3.223 30.723 -8.890
Cl 4.301 28.156 -8.805
Cl 7.291 30.304 -12.263
O 10.549 29.073 -9.678
O 9.022 27.327 -9.381
O 9.016 31.582 -5.806
O 7.615 29.056 -9.774
O 8.825 32.264 -11.420
O 10.439 33.922 -10.311
O 11.683 34.242 -4.200
O 11.735 33.831 -8.510
O 6.766 26.890 -10.296
O 9.126 34.197 -12.423
O 7.047 27.537 -8.105
O 9.992 32.181 -3.885
O 11.097 33.314 -6.119
N 8.816 33.002 -12.420
N 9.937 31.527 -4.928
N 7.894 31.701 -8.557
N 11.443 33.600 -9.704
N 11.120 34.217 -5.298
C 9.912 33.110 -8.021
C 9.119 30.747 -8.416
C 5.610 30.288 -11.693
C 12.436 32.831 -10.556
C 6.553 33.178 -4.959
C 7.562 32.715 -4.107
C 8.447 32.402 -13.704
C 6.508 31.149 -8.110
C 2.971 29.065 -8.205
C 7.304 31.444 -3.517
C 7.861 31.973 -10.070
C 9.568 29.230 -11.943
C 5.282 32.539 -5.142
C 10.408 31.663 -8.216
C 5.111 31.312 -4.462
C 5.222 29.638 -6.525
C 6.632 30.131 -6.853
C 10.394 35.411 -5.765
C 8.375 32.956 -7.715
C 10.962 30.464 -5.236
C 6.155 30.808 -3.715
C 10.322 29.873 -10.799
H 7.756 33.794 -8.036
H 6.951 30.708 -5.984
H 13.384 33.367 -10.509
H 7.437 31.999 -13.625
H 8.076 32.652 -6.712
H 9.260 29.921 -9.113
H 4.481 30.436 -6.570
H 8.504 33.200 -3.896
H 8.508 29.066 -11.749
H 7.113 32.722 -10.328
H 4.898 28.865 -7.222
H 11.828 30.638 -4.598
H 10.997 31.213 -7.417
H 6.542 34.135 -5.459
H 11.040 31.587 -9.102
H 4.475 33.113 -5.572
H 4.207 30.728 -4.561
H 8.556 33.145 -14.493
H 10.885 35.854 -6.631
H 9.624 29.934 -12.774
H 10.058 33.765 -8.880
H 5.322 29.303 -5.493
H 10.082 28.324 -12.263
H 7.256 29.242 -6.943
H 10.400 36.133 -4.949
H 9.021 30.149 -7.510
H 6.048 30.703 -8.992
H 12.079 32.903 -11.584
H 11.221 30.607 -6.285
H 6.078 29.863 -3.199
H 9.855 30.815 -10.512
H 9.166 31.610 -13.916
H 12.582 31.771 -10.349
H 7.721 31.076 -10.674
H 5.739 31.883 -7.869
H 10.378 33.649 -7.196
H 10.574 29.473 -4.999
H 11.294 30.092 -11.240
H 8.047 30.869 -2.986
H 9.412 35.049 -6.069
H 8.857 32.377 -10.251
```

Computed properties:
Charge: -1
Maximum force: 15.60 eV/Å
LUMO: 0.0552 Ha
Energy: -170204.1328 eV

Molecular formula: C5H10O
Method: DFT, wB97M-V/def2-TZVPD

The geometry in XYZ format:
```
16
Properties=species:S:1:pos:R:3
O 1.371 -1.637 -0.440
C -1.665 0.238 1.386
C -1.487 0.170 -0.102
C -0.681 1.199 -0.888
C -0.933 -0.739 0.968
C 2.109 -0.533 0.040
H 0.198 1.559 -0.342
H -2.325 -0.215 -0.694
H -1.307 2.071 -1.114
H 0.577 -1.290 -0.867
H -2.142 0.744 2.212
H -0.348 -1.627 1.159
H 2.977 -0.935 0.567
H 2.459 0.112 -0.778
H -0.338 0.800 -1.854
H 1.534 0.084 0.748
```

Computed properties:
Energy relative to the best compared isomer or geometry (same formula, charge and spin): 322.0 kJ/mol
Charge: 0
Maximum force: 0.39 eV/Å
LUMO: 0.0394 Ha
SMILES string: CC1C=C1.CO
Energy: -7391.4278 eV

Molecular formula: C37H36F10IrN4OTe
Method: DFT, wB97M-V/def2-TZVPD

The geometry in XYZ format:
```
90
Properties=species:S:1:pos:R:3
Ir -1.030 1.393 -1.495
Te 0.456 -0.534 2.328
F -5.319 -3.985 -1.967
F -2.620 7.703 -1.240
F -2.990 -0.312 -0.083
F -5.312 -1.787 -0.292
F -5.502 4.393 -3.240
F -4.907 7.144 -2.732
F -2.946 -4.837 -3.064
F -0.750 5.627 -0.811
F -3.599 2.612 -3.091
F -0.771 -3.485 -2.679
O -3.834 3.493 -0.080
N -2.069 2.017 -0.316
N -1.003 3.293 -2.286
N 0.139 1.261 -3.327
N -0.843 -0.727 -1.612
C 4.982 0.698 0.436
C -3.072 2.249 1.858
C -2.033 4.194 -2.206
C -4.297 -3.135 -1.953
C 0.227 3.701 -3.121
C 2.157 -1.619 4.966
C -1.269 -3.365 1.692
C 0.540 -2.581 3.273
C 2.837 1.341 1.402
C 1.940 2.405 1.941
C 0.416 -1.026 -2.335
C 0.761 -6.496 5.087
C -0.276 -3.622 2.796
C 4.069 1.654 0.851
C 2.915 -2.460 0.943
C -1.891 -1.594 -1.670
C -1.895 5.465 -1.533
C 1.051 0.131 -3.111
C -3.096 -3.600 -2.539
C -2.839 6.464 -1.718
C 1.317 -4.045 4.992
C -1.937 -2.873 -2.330
C 2.455 -0.024 1.488
C -0.663 1.041 -4.520
C -4.280 4.814 -2.833
C 0.568 -5.118 4.496
C -4.257 -2.020 -1.132
C -3.020 2.641 0.338
C -3.098 -1.284 -1.009
C 0.974 2.461 -3.507
C 1.308 -2.755 4.422
C 3.267 -1.000 0.986
C -4.022 6.139 -2.386
C -0.296 -4.875 3.401
C 6.352 1.098 -0.083
C -3.299 3.874 -2.742
C 4.573 -0.598 0.641
H -2.327 1.534 2.163
H -1.468 1.730 -4.456
H -0.798 -3.172 0.740
H 5.258 -1.442 0.388
H 2.405 3.393 1.972
H -0.126 4.265 -3.992
H 1.300 -0.242 -4.113
H -1.908 -4.273 1.627
H 6.713 0.433 -0.848
H 0.278 -1.885 -3.037
H 0.870 4.368 -2.520
H 1.981 0.425 -2.591
H 1.283 -6.437 6.017
H 1.894 -4.182 5.900
H 1.553 -0.701 5.092
H -1.000 0.015 -4.609
H -0.117 1.346 -5.426
H 3.496 -2.915 0.177
H 3.111 -3.027 1.865
H 1.341 -7.024 4.310
H -0.186 -6.991 5.237
H -1.990 -2.520 1.921
H -0.951 -5.665 3.002
H -4.087 1.795 2.080
H 7.072 1.111 0.738
H 2.972 -1.357 4.235
H 1.851 -2.578 0.720
H 1.635 2.184 2.989
H 1.381 2.581 -4.558
H 2.602 -1.872 5.933
H 0.980 2.508 1.392
H 1.165 -1.361 -1.599
H 1.870 2.412 -2.861
H 4.354 2.691 0.755
H -2.995 3.161 2.516
H 6.322 2.139 -0.452
```

Computed properties:
Charge: 0
Maximum force: 7.58 eV/Å
LUMO (alpha / beta): -0.0006 / -0.0803 Ha
Energy: -84256.9506 eV
2S+1: 6

Molecular formula: C20H21BF4OPPtSSe2Te2
Method: DFT, wB97M-V/def2-TZVPD

The geometry in XYZ format:
```
54
Properties=species:S:1:pos:R:3
Pt -0.073 1.981 0.663
Te -2.523 4.986 1.224
Te -0.113 5.673 2.285
Se -2.330 2.540 1.529
Se 1.283 3.763 1.783
S 0.447 0.686 3.741
P -0.496 0.408 -0.886
F 4.579 0.585 -1.049
F 2.789 0.610 0.395
F 4.676 -0.600 0.929
F 3.294 -1.309 -0.769
O 1.753 1.343 4.016
C -4.249 -1.053 -1.762
C 2.347 -2.491 2.165
C 1.631 1.211 -2.453
C -0.247 0.376 -3.705
C 2.065 -1.238 2.698
C 0.799 -0.987 3.195
C 0.055 -1.266 -0.478
C -2.914 1.376 -1.803
C 0.468 0.543 -4.882
C -4.899 0.085 -2.208
C 2.351 1.356 -3.629
C -4.227 1.304 -2.228
C -0.217 0.243 5.360
C -2.922 -0.981 -1.348
C 0.101 -3.213 2.650
C 0.331 0.712 -2.483
C -0.197 -1.959 3.161
C 1.372 -3.476 2.149
C 1.769 1.028 -4.845
C -2.243 0.229 -1.370
B 3.854 -0.180 -0.130
H -0.439 -1.606 0.432
H 1.594 -4.448 1.727
H -4.768 -2.003 -1.735
H -0.665 -3.978 2.624
H -1.198 -1.742 3.514
H 2.330 1.141 -5.764
H 3.324 -2.665 1.735
H -4.737 2.198 -2.562
H -0.135 -1.959 -1.300
H 0.538 -0.319 5.908
H -0.432 1.187 5.858
H 2.096 1.455 -1.506
H -5.930 0.029 -2.534
H -2.395 2.328 -1.788
H 1.132 -1.225 -0.308
H 3.373 1.705 -3.578
H 0.009 0.286 -5.829
H -1.260 -0.008 -3.744
H -2.422 -1.878 -1.005
H 2.808 -0.453 2.692
H -1.135 -0.332 5.249
```

Computed properties:
Energy relative to the best compared isomer or geometry (same formula, charge and spin): 33.8 kJ/mol
Charge: -1
Maximum force: 0.33 eV/Å
LUMO (alpha / beta): 0.0676 / 0.0155 Ha
Energy: -203334.6145 eV
2S+1: 3

Molecular formula: C3H9N2
Method: DFT, wB97M-V/def2-TZVPD

The geometry in XYZ format:
```
14
Properties=species:S:1:pos:R:3
N -0.952 -0.220 -1.845
N 0.766 0.731 2.291
C -0.856 0.953 -2.237
C 0.655 -0.947 0.433
C 0.129 -0.179 1.636
H 0.450 -2.045 0.614
H -0.009 -0.746 -0.550
H -0.782 -0.595 2.196
H 0.513 1.123 3.181
H 1.644 1.082 1.911
H 1.638 -0.865 0.072
H -1.207 1.337 -3.118
H -1.347 -0.986 -2.401
H -0.343 1.620 -1.594
```

Computed properties:
Energy relative to the best compared isomer or geometry (same formula, charge and spin): 223.9 kJ/mol
Charge: +1
Maximum force: 3.27 eV/Å
LUMO: -0.1634 Ha
Energy: -6228.7275 eV

Molecular formula: C3H5Cl2N
Method: DFT, wB97M-V/def2-TZVPD

The geometry in XYZ format:
```
11
Properties=species:S:1:pos:R:3
Cl 1.394 -2.784 -0.956
Cl -1.607 1.451 1.264
N 0.832 -1.777 0.308
C 0.224 1.960 0.430
C -0.373 -1.309 0.114
C 0.390 1.343 -0.681
H -0.156 0.017 -0.475
H -1.140 -1.792 -0.618
H 0.829 1.046 -1.584
H 0.430 2.818 1.157
H -0.825 -0.973 1.039
```

Computed properties:
Energy relative to the best compared isomer or geometry (same formula, charge and spin): 304.1 kJ/mol
Charge: 0
Maximum force: 6.91 eV/Å
LUMO (alpha / beta): 0.0173 / -0.1231 Ha
Energy: -29718.7454 eV
2S+1: 3